A 3-piece molecular cluster, C18H32BN2O9PS2 overall in a non-equilibrium geometry, computed with ωB97M-V/def2-TZVPD.

The geometry in XYZ format:
```
65
Properties=species:S:1:pos:R:3:lowdin_charge:R:1
C 3.15439 -4.60180 1.81490 0.16
C 2.45688 -3.83064 1.21832 -0.10
C 1.47244 -2.86044 0.91326 -0.18
C 1.61360 -1.54567 1.19727 -0.26
P 3.08088 -0.83868 2.00651 0.94
C 4.53188 -1.38872 1.00193 -0.27
C 3.07262 0.97447 1.67437 -0.29
C 0.43965 -0.68359 0.85633 -0.32
O 0.54176 0.43626 0.40971 0.11
C -0.89859 -1.32010 1.08797 -0.17
N -1.94769 -0.52801 1.59830 0.02
C -2.97764 -0.13038 0.60722 -0.21
C -4.29868 0.20845 1.32126 -0.08
C -1.02599 -2.62369 0.79923 0.04
B -2.36626 -3.41978 1.03699 -0.57
N -3.04542 -3.52487 2.33640 0.16
O -2.91691 -4.07117 -0.02392 0.17
C 0.19165 -3.29875 0.26097 -0.31
O 0.17140 -4.10653 -0.63444 0.15
H 3.82202 -5.23942 2.33753 0.04
H 4.88314 -2.35239 1.33557 0.01
H 4.21699 -1.41947 -0.03952 0.05
H 5.27967 -0.61173 1.11524 0.00
H 3.05993 1.14768 0.60170 0.04
H 2.13973 1.37475 2.05637 0.02
H 3.93738 1.42871 2.13922 0.04
H -1.53649 0.28769 2.03489 0.13
H -2.63379 0.75777 0.07925 0.11
H -3.10496 -0.95343 -0.08501 0.11
H -4.16509 0.09570 2.39463 0.07
H -4.56921 1.24066 1.16281 0.04
H -5.09892 -0.46118 1.02239 0.07
H -3.37074 -2.62415 2.66584 0.06
H -2.46455 -3.94888 3.04690 0.07
H -3.84465 -4.22835 0.19641 0.11
C 7.03328 2.19853 -3.18070 -0.07
C 7.19166 0.76001 -2.73057 -0.25
O 8.37833 0.55198 -1.93409 -0.26
S 8.36511 1.07265 -0.43340 0.57
C 9.82308 0.24863 0.10373 -0.12
O 7.22406 0.51843 0.23085 -0.28
O 8.59407 2.48288 -0.41757 -0.27
H 6.84581 2.86131 -2.33733 0.07
H 6.19412 2.28233 -3.87138 0.08
H 7.93903 2.54713 -3.67645 0.09
H 6.31566 0.41495 -2.17884 0.11
H 7.30970 0.10921 -3.59431 0.12
H 9.65751 -0.82424 0.06340 0.08
H 10.01032 0.56650 1.12684 0.08
H 10.64773 0.54332 -0.53922 0.08
C -9.98224 3.16770 -0.62664 -0.07
C -9.23490 1.84913 -0.62192 -0.25
O -8.13630 1.82758 -1.55837 -0.26
S -6.81977 2.63191 -1.17673 0.57
C -5.77779 1.96276 -2.42627 -0.12
O -6.37090 2.19031 0.10979 -0.28
O -7.02160 4.02275 -1.43413 -0.27
H -9.36114 3.97856 -0.24936 0.07
H -10.86788 3.09629 0.00492 0.08
H -10.28697 3.43204 -1.63900 0.09
H -8.87026 1.60006 0.37587 0.11
H -9.89558 1.04452 -0.93788 0.12
H -5.64860 0.89892 -2.24650 0.07
H -4.82293 2.47907 -2.35568 0.08
H -6.23302 2.14444 -3.39583 0.08
```

Gap between HOMO and LUMO   7.1 eV
SMILES string   C#CC1=C(P(C)C)C(=O)C(NCC)=C(B(N)O)C1=O.CCOS(C)(=O)=O.CCOS(C)(=O)=O
Net charge   0

A 4-piece molecular cluster, C18H32F4NO10P overall, computed with ωB97M-V/def2-TZVPD.

The geometry in XYZ format:
```
66
Properties=species:S:1:pos:R:3:lowdin_charge:R:1
O -0.42945 3.94222 4.49944 0.10
C -0.38277 3.89171 3.29874 -0.47
N -0.25786 4.93923 2.44041 0.09
C 0.23152 4.57681 1.10472 -0.14
C 0.52077 3.07262 1.29014 -0.24
P 0.88694 2.11874 -0.21025 0.44
O 1.13451 3.01943 -1.34449 -0.25
O -0.26268 1.05521 -0.51424 -0.13
O 2.07204 1.22556 0.32446 -0.12
C -0.43075 2.62644 2.42483 -0.08
C -1.88600 2.23043 2.14657 -0.40
F -1.92822 0.91700 1.74351 0.07
F -2.56402 2.27665 3.32852 0.12
C -2.78984 2.99258 1.16220 -0.30
F -3.01443 4.24225 1.60469 0.11
F -2.21236 3.08222 -0.05148 0.09
H -0.06094 5.85196 2.82054 0.15
H -0.47445 4.81651 0.31287 0.11
H 1.17418 5.09314 0.92028 0.13
H 1.50164 3.05340 1.78303 0.14
H -0.25374 0.31527 0.11478 0.07
H 2.03200 0.32808 -0.05113 0.03
H -0.02478 1.75645 2.94484 0.17
H -3.73959 2.46178 1.06846 0.17
C 4.90695 -2.09940 3.44570 -0.06
C 3.78958 -1.10248 3.66680 -0.23
O 2.98464 -0.92503 2.49549 0.00
C 1.95743 -1.73052 2.18232 -0.51
C 1.72633 -3.00232 2.96167 0.02
O 1.27106 -1.43493 1.23866 0.10
H 4.52187 -3.09654 3.23162 0.07
H 5.53654 -2.15974 4.33355 0.08
H 5.52252 -1.78938 2.60179 0.09
H 3.16678 -1.36364 4.52305 0.11
H 4.20000 -0.11326 3.86074 0.13
H 2.21789 -3.81719 2.43095 0.10
H 0.65758 -3.19827 2.97605 0.09
H 2.09152 -2.97805 3.98421 0.07
C -3.34874 -0.23187 -0.91452 -0.07
C -3.14261 -1.59358 -1.54175 -0.23
O -3.54909 -2.66250 -0.68094 0.00
C -4.82533 -3.09443 -0.60223 -0.53
C -5.92572 -2.30299 -1.27360 0.01
O -5.05735 -4.07692 0.04520 0.11
H -4.40632 -0.03344 -0.72874 0.07
H -2.96064 0.54771 -1.56995 0.09
H -2.82743 -0.17261 0.03701 0.06
H -3.63184 -1.67876 -2.51344 0.11
H -2.07983 -1.77080 -1.70514 0.12
H -6.35888 -1.63008 -0.53418 0.09
H -6.69360 -3.00295 -1.59157 0.09
H -5.60688 -1.71960 -2.13260 0.07
C 2.54177 -2.30113 -5.65786 -0.06
C 1.46051 -2.40042 -4.60316 -0.23
O 1.93309 -2.02062 -3.30548 0.01
C 1.97157 -0.74316 -2.88945 -0.49
C 1.70123 0.38618 -3.84935 0.03
O 2.27529 -0.53130 -1.74508 0.09
H 2.88546 -1.27489 -5.78678 0.07
H 2.16466 -2.65854 -6.61622 0.08
H 3.39974 -2.90928 -5.37251 0.08
H 0.57271 -1.82586 -4.86934 0.11
H 1.14640 -3.43542 -4.48081 0.12
H 2.65948 0.73299 -4.23592 0.10
H 1.25220 1.20683 -3.29163 0.08
H 1.05775 0.12252 -4.68397 0.07
```

Gap between HOMO and LUMO   10.3 eV
SMILES string   O=C1NC[C@H](P(=O)(O)O)[C@@H]1C(F)(F)C(F)F.CCOC(C)=O.CCOC(C)=O.CCOC(C)=O
Net charge   0

C18H32FGaN3O3SSi as an isolated structure in a non-equilibrium geometry, computed with ωB97M-V/def2-TZVPD.

The geometry in XYZ format:
```
60
Properties=species:S:1:pos:R:3:lowdin_charge:R:1
Ga -0.51132 -0.56574 -0.01369 0.39
C -0.83942 -0.16864 4.73181 -0.15
Si -1.52112 -0.65864 3.02451 0.53
C -2.37402 -2.37304 2.97571 -0.15
C -2.66582 0.76646 2.49081 -0.14
N -0.19662 -0.76724 1.83551 -0.10
C 1.12658 -0.73664 2.23421 -0.32
C 1.61618 -1.44764 3.33241 -0.04
C 2.93218 -1.31904 3.73001 -0.07
C 3.81638 -0.50314 3.04021 -0.07
C 3.37978 0.17256 1.91151 -0.01
C 2.06228 0.03056 1.54651 -0.18
F 1.57158 0.69316 0.40791 -0.02
H -1.59752 0.39646 5.26431 0.03
H 0.04618 0.45706 4.67171 0.04
H -0.59902 -1.02794 5.34711 0.03
H -3.45652 -2.28945 2.97311 0.02
H -2.10592 -2.96644 3.84691 0.03
H -2.07182 -2.93814 2.09521 0.01
H -3.65612 0.64726 2.91741 0.04
H -2.77592 0.86406 1.41551 0.00
H -2.26702 1.70826 2.85731 0.04
H 0.94648 -2.10924 3.85591 0.11
H 3.26618 -1.86694 4.59721 0.11
H 4.83648 -0.40144 3.37161 0.11
H 4.04158 0.80586 1.34171 0.12
C -4.61112 -0.88854 -0.29649 0.02
C -3.30122 -0.83494 -1.07339 -0.47
C -3.46882 -1.37434 -2.49279 0.02
O -2.28812 -1.59684 -0.37559 -0.05
C -2.76712 0.61276 -1.17379 -0.54
O -3.45022 1.50006 -1.59739 0.15
O -1.51412 0.78286 -0.81529 -0.06
H -5.10032 -1.85064 -0.44309 0.10
H -5.27992 -0.10264 -0.64059 0.11
H -4.41962 -0.75094 0.76541 0.08
H -3.81862 -2.40574 -2.47149 0.10
H -2.52292 -1.33024 -3.03069 0.09
H -4.19902 -0.77834 -3.03249 0.11
H -2.61402 -2.49474 -0.23149 0.15
C 4.70178 0.89516 -2.62869 -0.06
C 3.63988 0.58926 -3.68179 -0.21
N 2.60218 -0.25594 -3.11809 0.02
C 1.48978 0.03716 -2.45989 -0.67
S 0.68878 -1.41024 -1.85679 0.83
N 0.93928 1.21216 -2.25689 0.04
C 1.38428 2.58146 -2.47259 -0.20
C 0.70538 3.19946 -3.69069 -0.06
H 5.44738 1.57556 -3.02789 0.08
H 5.20368 -0.01754 -2.31749 0.08
H 4.25268 1.34956 -1.74889 0.07
H 4.09098 0.03336 -4.50579 0.13
H 3.20438 1.50036 -4.09069 0.10
H 2.83798 -1.24054 -3.08959 0.12
H 0.00678 1.20336 -1.84069 0.09
H 2.46778 2.63666 -2.55979 0.10
H 1.07778 3.13346 -1.57959 0.13
H 1.04568 2.73566 -4.61459 0.08
H 0.94068 4.25996 -3.73189 0.08
H -0.37582 3.09186 -3.62109 0.08
```

ΔE to the lowest compared entry with this formula, charge and spin   9.0 kcal per mole
Gap between HOMO and LUMO   8.6 eV
Net charge   +1

C18H32GaO2 as an isolated structure in a non-equilibrium geometry, computed with ωB97M-V/def2-TZVPD.

The geometry in XYZ format:
```
53
Properties=species:S:1:pos:R:3:lowdin_charge:R:1
C 0.48613 3.04779 3.28571 -0.09
C 1.55014 3.48098 2.24495 -0.30
O 1.01868 3.95606 1.03172 -0.17
C 0.05071 3.04687 0.46024 -0.30
C -0.10718 3.37140 -1.03319 -0.25
Ga 0.39680 1.86152 -2.32714 0.40
C 2.06374 0.89233 -1.62377 -0.28
C 1.80050 -0.09420 -0.44333 -0.28
C 2.41968 -1.50090 -0.73670 -0.19
C 3.22497 -2.09095 0.44649 -0.17
C 2.79005 -3.52400 0.83171 -0.24
O 2.46729 -4.29712 -0.31907 -0.20
C 1.39640 -5.16582 -0.04294 -0.14
C -1.13890 0.58723 -2.83241 -0.22
C -2.07530 0.20057 -1.71738 -0.31
C -2.41124 -1.13855 -1.56135 -0.07
C -3.27937 -1.57328 -0.60036 -0.08
C -3.87948 -0.68359 0.26991 -0.32
C -4.87451 -1.13638 1.31606 -0.07
C -3.53730 0.63583 0.13105 -0.07
C -2.66741 1.08004 -0.83355 -0.05
H 0.92339 3.16408 4.28274 0.06
H -0.37642 3.71528 3.20469 0.07
H 0.17985 2.01392 3.11474 0.07
H 2.26466 2.65448 2.09159 0.11
H 2.10072 4.31515 2.69812 0.11
H 0.30372 2.00138 0.67325 0.09
H -0.90267 3.30109 0.95295 0.10
H 0.58733 4.19350 -1.24831 0.04
H -1.09909 3.78054 -1.26763 0.03
H 0.85654 2.59468 -3.71263 -0.07
H 2.72931 1.68401 -1.24938 0.03
H 2.57482 0.43776 -2.47848 0.02
H 2.35563 0.27893 0.42958 0.07
H 0.74335 -0.17195 -0.16689 0.08
H 3.10022 -1.44862 -1.58802 0.10
H 1.59644 -2.15193 -1.04975 0.10
H 4.27883 -2.18508 0.14973 0.10
H 3.21943 -1.44045 1.32605 0.10
H 1.91085 -3.42218 1.48268 0.11
H 3.62142 -4.02870 1.34491 0.12
H 1.65508 -5.82408 0.80481 0.08
H 0.47087 -4.63176 0.21993 0.09
H 1.18249 -5.80935 -0.90035 0.08
H -0.76664 -0.32820 -3.30823 0.04
H -1.74261 1.09445 -3.60050 0.05
H -2.00080 -1.89253 -2.22961 0.11
H -3.52818 -2.63078 -0.51046 0.11
H -5.17663 -0.26631 1.90745 0.06
H -5.79139 -1.46731 0.80862 0.07
H -4.50060 -1.95468 1.93502 0.07
H -3.99924 1.32483 0.83931 0.11
H -2.46506 2.14395 -0.90259 0.09
```

Gap between HOMO and LUMO   7.2 eV
Net charge   -1